Record 1
DFT (the ωB97M-V functional and the def2-TZVPD basis) results for a structure of composition C50H43LiN5O2P.

The geometry in XYZ format:
```
102
Properties=species:S:1:pos:R:3:forces:R:3
Li 2.22656 0.15432 -0.16747 -0.17 -0.14 -0.36
C -3.20841 5.05485 0.46480 0.00 0.00 0.03
C -2.55874 4.88477 -0.87931 0.05 -0.03 0.00
C -3.11470 5.46393 -2.01025 -0.01 0.01 -0.04
C -2.52100 5.34923 -3.25790 -0.02 0.01 -0.01
C -1.32644 4.65082 -3.36713 0.01 0.00 -0.08
C -0.74181 4.07167 -2.25906 -0.06 0.01 -0.04
C -1.35946 4.16001 -1.01021 -0.04 0.11 -0.01
N -0.76674 3.59562 0.09814 -0.04 0.05 0.14
C 0.26679 2.59738 0.04639 -0.05 -0.09 0.21
N 1.42618 2.96755 0.70849 -0.02 0.26 -0.01
C 2.64888 3.08154 -0.09209 0.12 -0.12 0.06
C 2.99960 2.05215 -0.96576 0.14 0.05 0.04
C 4.17588 2.31965 -1.68283 -0.02 -0.04 -0.06
C 4.94389 3.46965 -1.53157 0.03 0.03 -0.05
C 4.54970 4.43426 -0.61742 0.06 0.05 0.01
C 3.38723 4.25460 0.12224 -0.01 0.00 0.03
C 2.97267 5.30681 1.12126 -0.01 0.02 -0.02
N 0.18847 1.47934 -0.52692 0.28 0.04 0.05
C -0.86073 1.04479 -1.32862 -0.14 -0.02 -0.16
C -0.52939 0.69114 -2.63852 -0.05 0.08 0.07
C -1.49606 0.24734 -3.51653 -0.02 -0.02 -0.04
C -2.81324 0.12585 -3.08888 0.02 0.02 0.01
C -3.12761 0.43003 -1.77567 -0.05 0.12 -0.02
C -2.17077 0.88440 -0.87329 -0.05 0.06 -0.05
C -2.54747 1.14489 0.55607 -0.03 -0.05 0.00
H -4.11919 5.64655 0.37609 -0.01 0.01 0.00
H -2.54604 5.56991 1.16759 0.02 0.02 0.03
H -3.47922 4.09833 0.91682 -0.02 0.01 0.01
H -4.04325 6.01525 -1.90319 -0.01 0.01 0.00
H -2.98212 5.79692 -4.12802 -0.01 0.02 -0.03
H -0.83733 4.55207 -4.32825 0.00 0.01 -0.01
H 0.19685 3.54331 -2.34606 0.09 -0.07 -0.01
H -1.22595 3.70929 0.98622 -0.01 -0.08 -0.02
H 1.26444 3.81005 1.23986 -0.01 -0.03 -0.14
H 4.54422 1.56944 -2.38231 0.00 -0.02 -0.02
H 5.85608 3.60953 -2.10620 0.01 -0.01 0.00
H 5.14396 5.33209 -0.46545 -0.01 -0.01 -0.01
H 3.72061 6.09967 1.16784 0.00 0.01 -0.01
H 2.87125 4.89696 2.13094 0.00 -0.01 0.04
H 2.01621 5.77280 0.85671 0.00 0.01 0.01
H 0.50952 0.78015 -2.92641 0.01 0.04 -0.02
H -1.22154 -0.01798 -4.53083 0.00 -0.01 -0.01
H -3.58112 -0.23047 -3.76360 -0.04 -0.02 -0.03
H -4.14199 0.28943 -1.41845 -0.01 -0.01 0.00
H -1.71986 0.90190 1.22336 -0.02 0.01 0.01
H -3.40304 0.53133 0.83923 -0.03 -0.04 0.01
H -2.81562 2.19260 0.71300 -0.04 -0.10 0.00
O 4.61282 -1.81525 2.30980 0.03 -0.15 0.17
C 3.86630 -1.35956 1.43201 0.05 0.00 -0.46
O 3.36425 -0.21989 1.31627 -0.05 0.22 0.40
C 3.48220 -2.31131 0.27760 -0.04 0.00 0.10
C 3.54545 -3.71529 0.47167 0.01 0.00 0.05
C 3.06136 -4.54102 -0.49103 -0.02 -0.04 0.03
C 2.52439 -3.98153 -1.67505 -0.02 -0.04 -0.01
C 1.95669 -4.75627 -2.71202 -0.01 0.00 0.00
C 1.41937 -4.15410 -3.81448 -0.02 -0.02 -0.04
C 1.42191 -2.74542 -3.92391 -0.01 0.01 0.00
C 1.96433 -1.97653 -2.93503 -0.01 -0.04 -0.05
C 2.53338 -2.57850 -1.79020 0.00 0.04 -0.05
N 3.01923 -1.76844 -0.81679 0.05 -0.03 0.11
H 3.95066 -4.07444 1.40673 0.01 0.00 0.02
H 3.04758 -5.61797 -0.35787 0.01 -0.02 0.00
H 1.93965 -5.83553 -2.60576 0.00 -0.03 0.00
H 0.97281 -4.75336 -4.60004 0.00 0.00 0.00
H 0.96308 -2.27515 -4.78518 -0.01 0.01 -0.02
H 1.94215 -0.89613 -2.96836 0.06 0.02 -0.01
N 0.23728 -1.53728 -0.02193 0.02 0.20 0.06
P -0.55453 -2.02544 1.17168 0.11 -0.34 0.03
C -0.46808 -1.02347 2.73794 0.02 -0.06 0.06
C 0.37050 0.07529 2.59621 0.08 -0.25 -0.07
C 0.63871 0.92625 3.65634 -0.04 0.03 -0.02
C 0.04756 0.68420 4.88698 -0.02 0.01 0.07
C -0.77408 -0.42599 5.05658 0.00 0.04 0.06
C -1.01889 -1.28257 3.99308 -0.02 -0.02 -0.10
C -2.37998 -2.29252 0.86666 0.04 0.04 -0.02
C -3.41818 -2.36519 1.79147 0.01 0.00 0.01
C -4.73069 -2.55528 1.38003 -0.05 0.02 0.04
C -5.02635 -2.68472 0.02992 -0.02 -0.03 -0.05
C -4.00098 -2.60800 -0.90235 -0.09 -0.07 0.01
C -2.69504 -2.40446 -0.48476 0.04 0.02 -0.03
C -0.11693 -3.71557 1.81758 -0.08 0.07 0.03
C 0.73044 -3.91253 2.90324 0.08 0.10 0.03
C 1.19331 -5.18056 3.22896 0.04 -0.05 0.01
C 0.81395 -6.27778 2.47046 0.00 -0.02 -0.01
C -0.02426 -6.09439 1.37596 0.03 -0.08 0.01
C -0.47823 -4.82651 1.05502 -0.05 0.03 -0.04
H 0.85141 0.15578 1.63010 -0.03 0.33 0.09
H 1.32986 1.74601 3.51383 0.03 0.04 0.01
H 0.25312 1.33558 5.72930 0.00 0.01 0.00
H -1.20368 -0.63772 6.03006 0.00 0.00 0.00
H -1.60220 -2.17928 4.16399 -0.04 -0.03 -0.01
H -3.21865 -2.24913 2.84642 0.04 -0.02 0.08
H -5.52619 -2.59390 2.11621 -0.01 -0.01 0.01
H -6.05101 -2.83275 -0.29273 -0.01 0.00 0.00
H -4.22172 -2.68191 -1.96084 0.00 0.01 -0.02
H -1.88131 -2.28211 -1.19336 0.05 -0.01 -0.01
H 1.06191 -3.06104 3.48781 -0.01 -0.02 -0.02
H 1.86886 -5.30538 4.06742 0.00 0.00 0.01
H 1.18049 -7.26748 2.71903 0.00 0.00 0.00
H -0.31409 -6.94265 0.76433 0.00 0.01 0.01
H -1.11014 -4.68757 0.18416 0.00 0.01 0.01
```
Positions in Å, forces in eV/Å.

Its HOMO-LUMO gap is 5.69 eV. The LUMO energy comes out at 4.12 eV. The net charge is -2. For the energy relative to the best compared isomer or geometry (same formula, charge and spin), the calculation gives 0.0 kJ/mol.

***

Record 2
DFT (the ωB97M-V functional and the def2-TZVPD basis) results for a cluster of 9 separate species, C50H44Br2N8O16 in total in a non-equilibrium geometry.

The geometry in XYZ format:
```
120
Properties=species:S:1:pos:R:3:forces:R:3
Br -1.10026 1.41299 -1.80318 0.39 -0.43 0.13
C 0.31225 0.01219 -1.86637 -0.36 0.64 -0.97
C 0.05269 -0.90103 -3.05311 -1.31 0.45 -0.39
Br 0.39368 -0.03024 -4.80928 0.46 -0.41 0.68
H 0.25695 -0.51940 -0.91640 0.22 0.14 -0.16
H 1.21268 0.59903 -2.04788 0.08 -0.31 0.55
H -1.02352 -1.00863 -3.18849 0.10 -0.41 0.43
H 0.49111 -1.89523 -2.96667 0.40 0.32 -0.26
C -8.33862 -1.45035 2.68109 1.82 2.10 -1.09
C -8.64609 -2.75815 2.85631 -0.95 -0.02 1.73
C -8.20877 -3.71721 2.02354 1.89 -1.69 -2.72
C -7.32386 -3.37548 0.95673 -0.37 1.28 -0.33
C -7.04350 -2.02333 0.70619 0.38 0.36 1.12
C -7.47890 -1.05487 1.62666 -1.98 -1.16 -0.05
N -6.68973 -4.41237 0.06346 0.05 -2.34 1.79
O -7.10912 -5.57375 0.30722 0.70 2.12 -1.09
O -5.71243 -4.17048 -0.63879 -1.71 0.33 0.67
H -8.66672 -0.66886 3.35044 -0.24 -0.14 0.17
H -9.20641 -3.03819 3.73609 -0.33 -0.12 -0.09
H -8.49674 -4.75326 2.12388 0.13 -0.03 0.16
H -6.42163 -1.61907 -0.07882 0.08 -0.72 -0.36
H -7.40899 -0.00106 1.40080 0.54 0.02 0.09
C 7.67116 -3.26948 -2.90672 -2.80 0.51 0.79
C 8.58573 -3.76916 -3.77265 -1.19 1.24 -0.88
C 9.57274 -4.49363 -3.26852 4.83 -2.20 0.65
C 9.83211 -4.69285 -1.90682 -2.68 0.98 0.32
C 8.81170 -4.18336 -1.05011 0.20 -0.46 0.28
C 7.64057 -3.55148 -1.54908 2.51 -0.43 -0.45
N 11.00631 -5.45754 -1.33868 0.06 0.16 -1.38
O 11.84825 -5.94386 -2.12599 -1.80 1.03 1.64
O 11.01453 -5.52170 -0.12640 0.53 -0.29 -0.61
H 6.83406 -2.72493 -3.31797 -0.11 0.24 -0.06
H 8.48669 -3.51058 -4.81655 0.25 -0.29 -0.10
H 10.36790 -4.84811 -3.90764 -0.02 -0.28 -0.36
H 8.92320 -4.27865 0.01988 0.04 -0.23 0.06
H 6.83354 -3.22045 -0.91227 0.18 0.01 0.10
C 0.68837 12.21073 -2.13029 0.34 0.09 0.80
C 1.97946 12.38508 -1.60861 0.00 -1.90 -0.62
C 2.77120 11.20308 -1.45041 0.83 2.03 1.04
C 2.24707 9.96981 -1.56322 -1.40 -1.50 -1.79
C 0.96977 9.82036 -2.09414 -1.27 -0.13 0.55
C 0.15485 10.93715 -2.32529 1.20 -0.34 0.45
N 3.06749 8.71532 -1.40537 -0.99 -1.54 -0.57
O 4.24335 8.82287 -1.16806 0.14 0.40 0.21
O 2.50340 7.60901 -1.57675 0.65 2.27 0.39
H 0.01963 13.03822 -2.31589 0.18 0.31 0.13
H 2.37120 13.34888 -1.31877 0.08 0.02 -0.31
H 3.81448 11.19531 -1.17130 0.14 0.62 0.24
H 0.57199 8.82340 -2.21348 0.00 -0.04 -0.06
H -0.90267 10.85979 -2.53039 0.10 -0.31 -0.45
C 4.54205 2.32534 3.91118 -0.22 -0.30 -0.67
C 5.60291 3.01986 3.34197 0.46 0.33 0.85
C 6.17398 4.07774 4.03752 -0.24 1.02 0.79
C 5.58785 4.54911 5.23730 -1.73 -0.99 0.17
C 4.50050 3.83354 5.79438 0.22 0.49 -1.20
C 3.98074 2.70880 5.10447 0.68 1.34 1.03
N 6.02735 5.86936 5.86743 -1.56 -1.19 1.24
O 5.36184 6.47141 6.72014 0.01 -1.35 -1.26
O 7.10066 6.21043 5.51587 2.24 1.06 -0.90
H 4.10216 1.49368 3.38086 0.01 -0.09 -0.11
H 6.03752 2.76455 2.38681 -0.11 -0.24 0.00
H 7.03852 4.59605 3.64981 -0.05 0.09 -0.10
H 3.96133 4.22422 6.64472 0.23 0.02 0.20
H 3.11170 2.21968 5.51911 0.05 -0.17 -0.05
C -5.60413 -3.94651 9.83676 1.47 1.58 -0.92
C -5.50722 -4.79013 8.69927 0.59 1.96 1.13
C -4.86014 -4.28989 7.53883 0.75 -0.46 0.00
C -4.17191 -3.05811 7.54134 -1.46 -0.50 0.92
C -4.24220 -2.30396 8.69326 0.56 1.37 0.47
C -4.96392 -2.65803 9.81451 -0.75 -2.29 -0.49
N -3.43544 -2.50697 6.39504 2.24 0.13 -3.30
O -3.24451 -1.27892 6.23003 -1.06 -2.39 1.46
O -2.94671 -3.31849 5.55462 -1.59 1.15 2.31
H -6.02278 -4.23749 10.78886 -0.31 -0.40 -0.20
H -5.84480 -5.79476 8.90702 -0.14 -0.18 -1.01
H -4.73173 -4.90253 6.65873 -0.22 -0.16 -0.07
H -3.65520 -1.40101 8.77400 -0.04 0.23 -0.34
H -4.96748 -2.01351 10.68111 -0.03 -0.04 0.01
C -0.68377 8.06213 4.58163 -0.83 -0.96 -0.78
C -0.59312 8.81802 5.70407 -0.18 0.69 1.07
C -1.73282 9.13718 6.44267 -0.52 -0.73 0.53
C -2.97171 8.60807 6.09358 1.98 0.20 -1.55
C -3.07550 7.82594 4.90447 -0.07 0.28 0.44
C -1.93379 7.52670 4.16991 1.10 0.59 1.03
N -4.13056 9.03575 6.85282 -0.04 -0.02 1.26
O -4.02605 9.44566 8.01351 0.47 -0.39 -1.27
O -5.17231 8.93482 6.26911 -1.31 0.00 -0.46
H 0.22417 7.83750 4.04165 -0.04 -0.17 -0.18
H 0.37101 9.12800 6.07923 0.05 0.24 -0.12
H -1.67792 9.69562 7.36546 0.10 0.18 -0.04
H -4.03405 7.47599 4.55074 -0.10 -0.07 0.26
H -1.88477 6.81956 3.35509 -0.61 0.16 -0.21
C 0.86354 -7.63326 -4.17245 -0.81 -1.02 0.58
C 2.15820 -7.29984 -4.53936 0.71 -1.06 0.98
C 3.19453 -7.89191 -3.80022 0.65 0.01 0.34
C 2.97111 -8.70284 -2.69234 -1.98 0.24 0.09
C 1.66159 -8.95222 -2.27173 -1.49 0.43 -0.80
C 0.57792 -8.45157 -3.04699 2.24 0.36 -0.48
N 4.07324 -9.24860 -1.90165 -0.20 -1.11 1.49
O 5.18637 -8.84797 -2.17674 -0.18 -0.43 0.31
O 3.79294 -10.06268 -0.98005 0.71 1.81 -2.11
H 0.00939 -7.40281 -4.79190 0.05 0.54 -0.10
H 2.42569 -6.67894 -5.38158 -0.27 0.00 -0.07
H 4.24627 -7.76553 -4.01061 0.00 0.36 -0.42
H 1.38298 -9.51023 -1.39004 0.54 -0.19 0.03
H -0.44367 -8.72270 -2.82502 0.04 0.07 0.16
C -3.36366 -2.39008 -11.07286 0.47 -0.06 -1.40
C -3.47594 -3.37707 -10.14042 -0.07 -0.53 1.06
C -3.93628 -4.65062 -10.45290 -0.58 -0.70 -1.89
C -4.24994 -4.92901 -11.80633 0.98 2.33 1.15
C -4.05374 -3.91357 -12.77463 -0.81 -2.22 -0.60
C -3.60548 -2.70318 -12.43120 0.53 2.30 1.80
N -4.78429 -6.19408 -12.21835 0.22 -1.20 1.26
O -4.71901 -7.15106 -11.46354 0.30 0.30 0.60
O -5.28197 -6.26267 -13.29487 -0.83 0.23 -2.12
H -2.98807 -1.41657 -10.79432 -0.08 0.09 0.01
H -3.19194 -3.17932 -9.11736 -0.12 0.08 0.14
H -4.09840 -5.42633 -9.71913 0.14 0.04 0.08
H -4.25757 -4.05192 -13.82616 -0.16 -0.58 0.06
H -3.47577 -1.92431 -13.16804 0.02 -0.06 -0.15
```
Positions in Å, forces in eV/Å.

The SMILES is O=[N+]([O-])c1ccccc1.O=[N+]([O-])c1ccccc1.O=[N+]([O-])c1ccccc1.O=[N+]([O-])c1ccccc1.O=[N+]([O-])c1ccccc1.O=[N+]([O-])c1ccccc1.O=[N+]([O-])c1ccccc1.O=[N+]([O-])c1ccccc1.BrCCBr. Its HOMO-LUMO gap is 9.09 eV. The LUMO energy comes out at -1.02 eV. For the energy relative to the best compared isomer or geometry (same formula, charge and spin), the calculation gives 388.9 kJ/mol.